Record 1
C41H39ClN5O2PRuS as an isolated structure. Source: the OMol25 dataset; level of theory: the ωB97M-V functional and the def2-TZVPD basis.

Properties
Lowest unoccupied orbital energy (spin up / spin down): -3.84 / -3.77 eV
HOMO level (spin up / spin down): -9.78 / -9.77 eV
Energy relative to the best compared isomer or geometry (same formula, charge and spin): 0.00 kcal/mol

ORCA input file:
```
! wB97M-V def2-TZVPD RIJCOSX def2/J DEFGRID3
* xyz 1 2
Ru -0.2399 -0.0328 0.8225
Cl -0.8672 0.7026 -7.7939
S -3.6239 -1.2465 1.0401
P 2.5392 -0.4573 0.0113
O 0.2560 0.5561 -1.2607
O -1.7071 -0.4006 -1.2257
N -1.0467 2.0352 0.6401
N -2.7532 0.1021 1.3454
N -4.6077 1.5834 1.2329
N 1.2246 1.3005 2.4931
N -0.7696 -1.2519 2.8302
C 5.6121 -2.4823 1.7678
C -1.0218 -0.8115 -4.1229
C -0.5824 -2.9864 -0.0451
C -5.5945 0.6348 1.2149
C 3.2748 2.3765 -2.7788
C 3.0118 1.7473 -3.9852
C 0.9625 1.6092 3.9004
C 6.6604 -2.3498 0.8711
C 1.2713 -4.3075 -0.8316
C -0.8529 0.5502 -6.0761
C 2.1143 -3.2156 -0.7163
C -0.6559 1.5604 -3.9154
C -6.3078 -1.6787 0.9502
C -0.3994 -1.0617 4.2363
C -7.9361 0.0678 1.1900
C -5.2917 -0.7360 1.0755
C -3.2512 1.3421 1.1554
C 4.3921 -1.8932 1.4965
C -1.8422 4.6675 0.2446
C -0.8311 0.3131 -3.3293
C 4.2021 -1.1771 0.3179
C 1.5146 0.5180 4.8187
C -2.7264 3.7573 0.7493
C 3.1625 1.6647 -1.5995
C -0.6797 1.6820 -5.2924
C -1.0194 -0.7005 -5.4999
C 0.2587 -1.8946 0.1054
C 5.2572 -1.0441 -0.5776
C 2.7969 0.3209 -1.6202
C -0.5600 4.2418 -0.1323
C -7.6266 -1.2829 1.0091
C -2.3496 2.3933 0.8766
C -0.2165 2.9287 0.1189
C -0.0708 -4.1940 -0.5044
C -0.7831 0.1436 -1.8475
C 2.5545 -0.3135 -2.8330
C 1.1162 -0.8901 4.3790
C 2.6658 0.4050 -4.0099
C -6.9393 1.0123 1.2840
C 6.4771 -1.6367 -0.3019
C 1.5961 -2.0019 -0.2765
H -3.7122 4.0827 1.0432
H -1.7846 -1.2106 2.7494
H 2.4666 -0.0861 -4.9515
H -1.1543 -1.5758 -6.1156
H 3.5724 -1.9942 2.1968
H -1.1505 -1.7715 -3.6478
H 0.7738 2.5615 -0.1374
H -0.4868 -2.1921 2.5479
H -1.6362 -2.9062 0.1897
H 5.7493 -3.0297 2.6881
H 5.1279 -0.4847 -1.4924
H -7.1826 2.0584 1.3974
H 1.4170 2.5681 4.1862
H 7.2880 -1.5275 -1.0052
H -4.9134 2.5445 1.1730
H 1.6607 -5.2494 -1.1870
H -0.9170 -0.1771 4.6118
H 1.5718 -1.1067 3.4072
H -0.5732 2.6459 -5.7662
H 2.1811 0.9566 2.4063
H 1.5129 -1.6013 5.1032
H -2.1330 5.6992 0.1264
H 1.1516 0.7018 5.8306
H -0.7398 -1.9180 4.8310
H 2.2469 -1.3508 -2.8547
H 1.1794 2.1606 1.9514
H -0.1188 1.7147 4.0238
H -8.4183 -2.0085 0.9102
H 3.1607 -3.3034 -0.9711
H -8.9673 0.3784 1.2355
H 7.6193 -2.7952 1.0879
H -0.7243 -5.0485 -0.6091
H 3.5383 3.4245 -2.7544
H 0.1448 4.9148 -0.5865
H 3.0679 2.3066 -4.9060
H -0.5017 2.4364 -3.3020
H 3.3507 2.1495 -0.6484
H -6.0376 -2.7125 0.8007
H 2.6055 0.5778 4.8384
*
```

=====

Record 2
C41H39GaN4O4P as an isolated structure. Source: the OMol25 dataset; level of theory: the ωB97M-V functional and the def2-TZVPD basis.

Properties
Lowest unoccupied orbital energy: -8.10 eV
HOMO level: -15.70 eV
Energy relative to the best compared isomer or geometry (same formula, charge and spin): 13.12 kcal/mol

ORCA input file:
```
! wB97M-V def2-TZVPD RIJCOSX def2/J DEFGRID3
* xyz 3 1
Ga -0.7746 -0.3030 0.4518
P -0.5322 -1.3223 -1.6805
O 3.8650 2.3868 3.1798
O 0.5935 0.4972 1.4470
O -0.4454 -1.9379 2.8330
O -2.6536 -1.1122 0.5536
N -4.2229 -0.1084 1.7886
N -0.3983 -2.0898 1.4481
N -1.6799 1.5291 0.4880
N 1.3045 2.0034 3.9734
C 2.9412 3.1241 2.5464
C -1.8129 3.5681 -0.7471
C 1.7441 0.7961 4.1099
C -0.3839 -3.3088 1.0951
C -0.9491 -5.2256 -2.6538
C -0.4842 -5.2347 -0.3113
C 2.0079 -2.0688 -2.6039
C 5.2396 2.8092 3.0902
C 2.5667 0.4958 -3.5455
C -0.4912 -3.8413 -0.2673
C -3.8033 0.4126 -3.3881
C 1.3637 0.2431 -2.9075
C -0.6905 -3.1241 -1.4676
C 0.8691 4.5701 1.3269
C 3.6818 -1.4252 1.0963
C -1.7323 -0.7185 -2.8816
C 2.3166 -0.0106 3.0549
C 3.2244 4.1001 1.5945
C 0.5791 3.6220 2.2897
C 2.1973 4.8086 0.9919
C 3.4889 -0.5326 -3.7181
C -1.1758 2.3920 -0.4159
C -2.8769 -0.0380 -2.4582
C -0.9384 -3.8343 -2.6350
C -3.5250 2.9816 0.8179
C -2.8248 1.8330 1.1284
C -1.5006 -0.9000 -4.2467
C -3.2821 0.9090 2.2368
C 1.0802 -1.0437 -2.4405
C -3.5883 0.1912 -4.7407
C 4.1586 -1.4405 2.4036
C -3.8327 -1.0890 0.9856
C -3.0240 3.8551 -0.1382
C -4.8080 -2.1547 0.6071
C 3.2124 -1.8075 -3.2470
C -0.7014 -5.9302 -1.4915
C 3.4712 -0.7438 3.3694
C 1.6031 2.9071 2.8879
C -2.4324 -0.4529 -5.1687
C 2.5069 -0.7641 0.7810
C 1.7878 -0.0662 1.7445
H 3.9299 -2.6057 -3.3904
H 2.1348 -0.7651 -0.2318
H -5.7647 -1.7240 0.3103
H 0.8577 2.4244 4.7796
H -2.4122 0.4184 2.6720
H -3.0433 0.1436 -1.4064
H 4.4244 -0.3368 -4.2279
H 5.6185 2.6781 2.0782
H -3.7626 1.4892 3.0183
H -5.1683 -0.1032 2.1397
H 1.6676 0.3819 5.1133
H -2.2517 -0.5975 -6.2257
H 5.7911 2.1699 3.7693
H 4.2508 4.3058 1.3252
H -1.1398 -5.7485 -3.5826
H 0.0733 5.1297 0.8512
H 2.7824 1.4879 -3.9220
H -1.3720 4.2406 -1.4702
H 5.3409 3.8479 3.4018
H -1.1291 -3.3054 -3.5584
H -4.4057 -2.7506 -0.2068
H -0.0653 -1.0585 2.9819
H 3.8487 -0.7150 4.3873
H -4.3158 0.5299 -5.4680
H -4.4501 3.2042 1.3353
H 5.0648 -1.9742 2.6561
H -4.9862 -2.8055 1.4669
H 1.7982 -3.0667 -2.2377
H -4.6923 0.9373 -3.0588
H 0.6366 1.0400 -2.7916
H -0.5859 -1.3648 -4.5958
H -0.6939 -7.0130 -1.4932
H -0.4444 3.4221 2.5893
H 2.4410 5.5695 0.2609
H -0.2287 2.1189 -0.8665
H -0.3389 -4.0378 1.9006
H -0.3063 -5.7871 0.6048
H -3.5679 4.7581 -0.3912
H 4.2258 -1.9447 0.3164
*
```

=====

Record 3
C41H40AsCl5ILaN2O3 as an isolated structure. Source: the OMol25 dataset; level of theory: the ωB97M-V functional and the def2-TZVPD basis.

Properties
Lowest unoccupied orbital energy: -0.33 eV
HOMO level: -6.53 eV
Energy relative to the best compared isomer or geometry (same formula, charge and spin): 0.00 kcal/mol

ORCA input file:
```
! wB97M-V def2-TZVPD RIJCOSX def2/J DEFGRID3
* xyz 0 1
La 15.8996 15.7016 8.7457
I 19.0465 24.1370 7.5016
As 13.8600 12.5691 9.3517
Cl 17.6771 14.6070 10.9061
Cl 21.3737 14.5647 6.0076
Cl 20.7127 15.7242 11.3853
Cl 22.6430 15.4388 8.7660
Cl 18.4902 15.4256 5.6645
O 14.3941 16.2169 10.4127
O 16.5771 17.6118 7.2169
O 16.8582 17.7931 9.4979
N 15.0125 13.2791 8.0713
N 13.2366 17.7792 11.5470
C 12.9167 11.6647 6.3777
C 12.9491 18.6566 12.6849
C 17.9684 22.3679 7.7682
C 18.2389 14.8915 8.3305
C 7.7459 14.1011 8.3270
C 12.3749 6.7280 7.4195
C 17.4382 10.9378 6.3475
C 13.7874 10.7038 8.5133
C 15.8409 12.6832 7.1572
C 9.5231 12.4545 9.0243
C 15.0576 9.8987 10.5567
C 21.0066 15.1141 8.6892
C 9.1560 13.6730 8.5127
C 13.8405 8.3437 8.9132
C 10.1946 14.5943 8.1971
C 16.9047 18.2907 8.3113
C 13.1474 10.4899 7.2818
C 11.9001 13.0582 8.9681
C 17.2355 20.2743 6.8584
C 15.9808 13.2749 5.8936
C 18.8254 14.8491 9.5909
C 12.4427 15.1333 7.3256
C 12.8798 9.1824 6.8167
C 16.5688 11.4127 7.3126
C 10.8511 12.3091 9.4927
C 13.0542 8.1046 7.6979
C 11.5226 14.2796 8.2487
C 17.4215 20.4847 9.2286
C 14.1850 16.8830 11.4816
C 14.9294 16.5033 12.6750
C 20.2006 15.0545 9.8303
C 17.8835 21.7912 9.0843
C 11.0889 11.2903 10.5861
C 17.5267 11.5819 5.1095
C 19.0703 15.0392 7.2333
C 17.6840 21.5813 6.6849
C 16.8138 12.7482 4.8883
C 14.2250 9.6346 9.3464
C 12.4978 18.1354 10.1979
C 20.4681 14.9380 7.3941
C 17.1769 19.6827 8.1330
H 11.3733 11.7529 11.5676
H 7.3812 14.1009 7.2283
H 15.1351 15.4131 12.7555
H 11.8260 11.7801 6.3392
H 16.3944 10.7348 8.1912
H 12.4700 9.0805 5.8379
H 17.4531 20.0708 10.2448
H 12.2781 16.1592 7.5624
H 13.4121 12.5380 6.7678
H 12.4162 18.0481 13.4868
H 17.2519 19.6356 5.9446
H 13.2625 11.5273 5.3445
H 13.8873 19.1293 13.0443
H 11.7051 18.9019 10.4310
H 14.5776 10.4434 11.3818
H 17.8934 10.0080 6.4842
H 11.4725 6.6831 8.0886
H 13.1900 18.3817 9.4484
H 11.9584 10.6347 10.3280
H 12.1891 14.9516 6.3296
H 12.2524 19.4827 12.4106
H 6.9917 13.5134 8.8398
H 17.9638 11.0939 4.2062
H 17.8779 21.9542 5.6628
H 15.9592 17.0234 12.6308
H 14.0552 7.5235 9.6282
H 14.4162 16.7871 13.6154
H 11.8811 17.2478 9.9894
H 15.3125 14.0790 5.6742
H 13.1036 5.9993 7.6372
H 9.8698 15.5478 7.8041
H 13.4947 14.9701 7.5306
H 10.1183 10.8143 10.6132
H 11.9892 6.6869 6.4008
H 8.8698 11.5732 9.0152
H 16.8873 13.1374 3.9132
H 17.9705 22.4675 9.9385
H 7.6666 15.2082 8.5552
H 15.4526 9.0414 11.0754
H 15.9856 10.4656 10.2522
*
```

=====

Record 4
C41H40BF5LiN5 as an isolated structure. Source: the OMol25 dataset; level of theory: the ωB97M-V functional and the def2-TZVPD basis.

Properties
Lowest unoccupied orbital energy: 3.77 eV
HOMO level: -0.95 eV
Energy relative to the best compared isomer or geometry (same formula, charge and spin): 0.00 kcal/mol

ORCA input file:
```
! wB97M-V def2-TZVPD RIJCOSX def2/J DEFGRID3
* xyz -2 1
F -9.8819 -9.2554 -4.8918
F -11.9232 -9.4137 -5.8413
F -11.6028 -7.8191 -4.1854
F -11.7004 -10.1130 -3.6227
F -14.3811 -10.0303 -3.4533
N -15.1818 -12.1400 -5.9347
N -10.8687 -13.2728 -2.1019
N -12.6153 -12.4585 -5.2504
N -14.6122 -12.4010 -2.2060
N -14.4768 -12.8194 -6.7121
C -11.6003 -15.3948 -3.0662
C -18.8068 -11.5837 -5.5804
C -17.7906 -10.7864 -1.3749
C -11.3004 -12.3545 -5.0964
C -12.2016 -12.8468 -7.5799
C -17.1648 -13.0025 -7.2364
C -14.7904 -14.9958 0.4300
C -16.4206 -9.2189 -2.4987
C -15.5429 -14.6329 -2.2252
C -18.5327 -13.0371 -7.4359
C -15.5214 -15.6591 -4.5161
C -15.8001 -15.8173 -1.5633
C -11.9788 -17.3120 -1.6684
C -7.9432 -12.9980 0.2273
C -8.5822 -10.8581 -0.4900
C -15.3949 -16.0373 -0.2752
C -15.6259 -11.5374 -2.1278
C -15.0457 -12.0629 1.5130
C -17.5783 -9.4828 -1.8175
C -11.8008 -16.5513 -0.5314
C -14.4489 -13.8030 -0.1871
C -11.2795 -14.5822 -1.9305
C -11.5106 -15.2052 -0.6714
C -16.6155 -12.2511 -6.1920
C -13.8701 -12.7451 0.7281
C -9.8388 -12.8020 -1.3136
C -17.6053 -14.6598 -3.6201
C -12.9147 -11.7444 0.0652
C -8.9499 -13.6080 -0.5148
C -10.8290 -12.7400 -7.4036
C -17.4520 -11.5457 -5.3700
C -16.0603 -14.5100 -3.6081
C -9.6052 -11.3936 -1.2645
C -10.3905 -12.4544 -6.1358
C -11.9755 -16.7241 -2.9230
C -14.8226 -13.6181 -1.5791
C -7.7775 -11.6030 0.3506
C -19.3724 -12.3446 -6.5860
C -15.5907 -10.2734 -2.7555
C -13.0504 -12.7175 -6.4668
C -16.8357 -11.7690 -1.4584
B -11.2390 -9.1013 -4.6214
Li -13.1721 -11.5085 -3.5002
H -11.6273 -14.9067 -4.0403
H -16.2171 -16.7092 -2.0416
H -14.5040 -15.1413 1.4647
H -10.9054 -12.3437 -4.1007
H -17.0815 -12.7637 -1.0459
H -19.0758 -13.6605 -8.1437
H -9.0219 -14.6827 -0.5038
H -10.1640 -12.7763 -8.2460
H -14.7274 -11.3459 2.2451
H -18.0200 -13.8267 -3.0660
H -11.4264 -14.5698 0.2662
H -8.5554 -9.7545 -0.3919
H -12.2863 -12.1411 -0.7058
H -18.7295 -11.0794 -0.9134
H -18.3718 -8.7268 -1.7575
H -12.6646 -12.9910 -8.5643
H -19.4962 -11.1245 -4.8952
H -12.2770 -11.3444 0.8699
H -17.9619 -15.5708 -3.1980
H -16.5126 -13.4968 -7.9320
H -17.9062 -14.5395 -4.6390
H -17.0082 -10.9437 -4.5757
H -7.3209 -13.6047 0.8900
H -12.2215 -18.3705 -1.5671
H -15.5835 -11.5061 0.7730
H -15.7633 -16.6219 -4.0060
H -7.0606 -11.1674 1.0138
H -16.1995 -8.2421 -2.8510
H -16.0188 -15.6908 -5.4670
H -13.4309 -10.8804 -0.3769
H -13.2448 -13.2946 1.4516
H -15.5299 -17.0113 0.1958
H -9.3147 -12.2898 -6.0029
H -12.2200 -17.3050 -3.8218
H -11.8929 -16.9961 0.4581
H -10.2333 -10.7790 -1.8494
H -20.4539 -12.4876 -6.7109
H -15.7796 -13.4941 -3.9643
H -15.5887 -12.8510 1.9662
H -14.4491 -15.6168 -4.6519
*
```

=====

Record 5
C41H40CaIN5PSb as an isolated structure. Source: the OMol25 dataset; level of theory: the ωB97M-V functional and the def2-TZVPD basis.

Properties
Lowest unoccupied orbital energy: -4.53 eV
HOMO level: -12.82 eV
Energy relative to the best compared isomer or geometry (same formula, charge and spin): 3.99 kcal/mol

ORCA input file:
```
! wB97M-V def2-TZVPD RIJCOSX def2/J DEFGRID3
* xyz 2 1
I -2.4574 0.2216 -1.9380
Sb 1.1390 2.9356 1.0909
Ca -0.9288 0.5567 1.0336
P 0.7331 -0.4396 -1.2786
N -5.2092 1.4942 1.3915
N -3.0042 1.3833 1.5711
N -0.4059 -0.7249 2.8780
N -0.4947 -2.8267 3.5713
N -2.8435 -1.3664 1.3262
C 4.5299 -2.0054 -1.7078
C -0.5090 -4.8772 -1.5283
C -0.1445 -4.2344 -2.6994
C 4.2677 -1.2943 0.5654
C 0.8347 0.1636 -3.0115
C 3.0877 -0.9278 4.1022
C 0.8333 -1.0661 3.3795
C 0.7964 -2.4083 3.8108
C -4.7930 2.7800 1.6680
C 1.0228 4.8588 2.0524
C -4.1596 -0.7711 1.1157
C -4.7090 5.0828 2.1544
C -0.6053 -0.6737 -6.3411
C 3.2089 2.6346 1.6022
C -2.6234 -1.7946 2.7078
C -2.3543 -0.8881 -4.7271
C 5.0470 -1.8564 -0.4305
C 3.0558 -2.2755 4.4772
C 0.1876 -2.8898 -2.6910
C -3.3895 2.6909 1.7887
C 2.9857 -0.8562 0.2794
C 1.9105 -3.0359 4.3478
C 1.9873 -0.3063 3.5496
C -0.2230 -2.8235 -0.3259
C 0.1398 -2.1685 -1.5019
C -4.1083 0.7060 1.3548
C -1.1690 -1.7835 3.0362
C -3.3210 5.0004 2.3007
C -1.8604 -1.1078 -6.0201
C 2.3404 0.9219 -4.7543
C 2.0263 0.7400 -3.4026
C -0.1612 -0.1039 -3.9944
C 3.2486 -1.5756 -1.9942
C -2.6410 3.8126 2.1291
C 0.2490 -0.1216 -5.3628
C 1.5086 0.4113 -5.7123
C -5.4738 3.9745 1.8513
C 1.5723 3.6672 -0.8794
C -0.5458 -4.1687 -0.3374
C 2.4729 -0.9742 -1.0060
C -1.5237 -0.3875 -3.7625
H -3.1078 -1.0651 3.3675
H 6.0530 -2.1791 -0.2143
H -0.2459 -0.7328 -7.3559
H 2.3721 -0.4140 1.0611
H 0.2166 5.4595 1.6402
H -0.8672 -3.7367 3.7991
H -4.9330 -1.2105 1.7680
H 1.9674 5.3747 1.8978
H 3.5823 1.6963 1.2016
H 1.8829 -4.0661 4.6589
H 2.0001 0.7399 3.2764
H -3.3895 -1.0962 -4.5054
H 3.9426 -2.7243 4.8966
H -2.7505 -2.1768 0.7163
H 5.1232 -2.4576 -2.4866
H 3.2768 1.3850 -5.0227
H -6.1614 1.2082 1.2261
H 2.7646 1.0064 -2.6565
H 0.6619 3.8564 -1.4403
H 4.6636 -1.1915 1.5635
H -0.7546 -5.9278 -1.5414
H -4.4778 -0.9455 0.0822
H 0.8650 4.7244 3.1189
H 3.7856 3.4579 1.1854
H 3.9926 -0.3607 4.2603
H -2.7743 5.8906 2.5693
H -3.0501 -2.7873 2.9182
H 2.1380 4.5900 -0.7882
H -6.5475 4.0335 1.7769
H 2.1678 2.9275 -1.4056
H 3.3301 2.6444 2.6814
H 1.7916 0.4178 -6.7542
H 2.8523 -1.6953 -2.9908
H -0.0999 -4.7885 -3.6249
H 0.4884 -2.4262 -3.6190
H -0.2021 -2.2676 0.6105
H -2.5015 -1.5621 -6.7582
H -0.8120 -4.6755 0.5792
H -1.5721 3.7392 2.2877
H -5.1980 6.0333 2.2920
*
```

=====

Among the records above, which one has the highest energy relative to the best compared isomer or geometry (same formula, charge and spin)?
C41H39GaN4O4P

=====

Look up the energy relative to the best compared isomer or geometry (same formula, charge and spin) of the third one.
0.00 kcal/mol